2
Properties=species:S:1:pos:R:3:forces:R:3 method="wB97M-V/def2-TZVPD" spin_multiplicity=1 lumo_ev=-0.38 homo_lumo_gap_ev=11.137 de_lowest_kj_mol=294.1 e_tot_ev=-28.541
H 0.5646 0.0985 0.4644 -3.437 -0.599 -2.827
H -0.5646 -0.0985 -0.4644 3.437 0.599 2.827

2
Properties=species:S:1:pos:R:3:forces:R:3 method="wB97M-V/def2-TZVPD" spin_multiplicity=1 lumo_ev=-2.76 homo_lumo_gap_ev=7.323 de_lowest_kj_mol=543.2 e_tot_ev=-25.959
H 0.3643 0.8966 0.5428 -0.841 -2.071 -1.254
H -0.3643 -0.8966 -0.5428 0.841 2.071 1.254

31
Properties=species:S:1:pos:R:3:forces:R:3 method="wB97M-V/def2-TZVPD" spin_multiplicity=1 lumo_ev=-0.13 homo_lumo_gap_ev=10.635 de_lowest_kj_mol=66.0 e_tot_ev=-95729.707
Kr -0.2033 0.5177 0.3379 -0.093 0.053 -0.083
O 3.0700 0.0181 0.5885 0.061 -0.037 0.552
H 2.4758 0.3631 -0.0779 -0.095 0.228 -0.434
H 3.7683 -0.4070 0.0906 0.177 -0.063 -0.109
O 0.9161 -3.1429 -0.7967 -0.041 0.034 -0.494
H 0.3567 -2.9834 -0.0366 -0.318 0.142 0.512
H 1.7857 -3.2955 -0.4269 0.208 0.005 0.025
O -0.5270 0.2001 3.6487 -0.443 0.303 0.212
H 0.0692 0.5394 4.3164 0.075 0.077 0.203
H 0.0135 -0.3875 3.1207 0.439 -0.514 -0.297
O 2.6984 1.3701 -2.1182 0.066 -0.151 0.232
H 2.4703 2.2985 -2.0707 0.020 0.309 0.064
H 2.0971 1.0083 -2.7692 -0.151 -0.273 -0.234
O 1.6775 -1.4665 2.5920 -0.556 -0.214 0.330
H 2.1437 -0.7377 2.1824 0.479 0.317 -0.708
H 2.1752 -1.6526 3.3882 0.082 -0.170 0.247
O -2.7334 1.9737 3.2695 -0.537 0.284 -0.058
H -2.2760 2.8098 3.1803 0.036 0.184 -0.035
H -2.0341 1.3226 3.3267 0.473 -0.453 0.067
O -0.1658 -1.5871 -3.4447 0.056 0.215 -0.377
H -1.0038 -1.1265 -3.4886 -0.130 0.009 0.002
H -0.1435 -1.9612 -2.5639 0.328 -0.297 0.479
O -1.7210 1.2556 -2.6575 0.060 -0.192 0.129
H -2.2619 0.6682 -3.1854 -0.371 0.003 -0.110
H -0.9588 1.4386 -3.2068 0.308 0.044 -0.187
O -2.2395 3.8705 -1.8927 -0.014 0.611 -0.009
H -1.7114 4.0263 -1.1097 0.029 0.112 0.216
H -2.0948 2.9473 -2.1000 -0.130 -0.513 -0.100
O -1.5315 -2.7442 0.7631 0.236 -0.121 -0.039
H -2.1888 -2.2346 1.2368 -0.095 0.199 0.254
H -1.9227 -2.9008 -0.0964 -0.159 -0.130 -0.253

30
Properties=species:S:1:pos:R:3:forces:R:3 method="wB97M-V/def2-TZVPD" spin_multiplicity=2 lumo_ev="3.01 / 2.89" homo_lumo_gap_ev="2.353 / 10.957" de_lowest_kj_mol=41.9 total_charge=-1 e_tot_ev=-20799.957
O -2.0157 -0.6504 -2.6995 -0.773 0.416 -0.223
H -2.4534 -1.1731 -3.3715 -0.312 -0.061 -0.268
H -1.3502 -1.2349 -2.3365 0.736 -0.749 0.386
O 2.1849 0.2594 -2.2548 -0.088 -0.333 -0.362
H 1.7849 0.5421 -1.4324 -0.108 0.253 0.613
H 2.7085 1.0092 -2.5373 0.150 0.176 -0.096
O 0.7349 3.0099 -0.4764 0.810 0.499 0.610
H -0.0149 2.4480 -0.6719 -0.665 -0.502 -0.307
H 1.1199 3.2024 -1.3313 0.015 0.061 -0.191
O -1.1315 1.6879 -1.9952 0.401 1.219 0.598
H -1.5209 0.8361 -2.1922 -0.580 -0.804 -0.350
H -0.6392 1.9150 -2.7841 0.098 -0.015 -0.301
O 2.5010 -1.2240 3.6797 -0.158 -0.329 0.600
H 3.4330 -1.1220 3.8725 0.186 0.015 -0.006
H 2.3174 -0.5538 3.0214 -0.052 0.329 -0.731
O -0.6129 -0.7992 3.2869 -0.025 -0.004 0.090
H -1.5328 -0.6499 3.5052 -0.519 0.038 -0.085
H -0.1748 -0.8780 4.1343 0.457 -0.086 0.214
O 0.2267 -1.9446 -2.0995 -0.253 -0.495 -0.179
H 0.5111 -2.2574 -1.2407 0.028 -0.110 0.456
H 0.7001 -1.1220 -2.2242 0.509 0.443 -0.256
O 2.4480 0.6005 1.1489 1.051 -0.138 0.513
H 1.5368 0.5110 0.8698 -0.932 -0.155 -0.308
H 2.5050 1.4887 1.5011 -0.031 0.346 -0.093
O -3.8848 -0.8718 0.9304 0.096 0.461 0.683
H -3.4973 -1.7224 0.7243 0.284 -0.509 -0.214
H -4.5576 -0.7461 0.2612 -0.236 0.082 -0.429
O -0.0956 -0.1433 0.7290 0.425 0.204 -0.749
H -0.9559 -0.2142 0.3155 -0.430 0.033 -0.379
H -0.2746 -0.2032 1.6674 -0.085 -0.284 0.761

30
Properties=species:S:1:pos:R:3:forces:R:3 method="wB97M-V/def2-TZVPD" spin_multiplicity=1 lumo_ev=-0.22 homo_lumo_gap_ev=9.167 de_lowest_kj_mol=551.3 e_tot_ev=-20796.898 smiles=O.O.O.O.O.O.O.O.O.O
O -0.5837 0.2316 1.1147 0.105 -0.034 -0.063
H -0.0887 0.2021 0.2882 -0.102 0.182 -0.114
H -0.1516 -0.4267 1.6705 -0.154 -0.024 0.072
O -1.3241 -2.1671 -0.8026 -1.904 -0.119 -0.845
H -1.9361 -2.1288 -0.0589 0.101 0.028 0.180
H -1.3752 -3.0820 -1.1015 -0.483 0.007 -0.192
O 3.0752 -2.0129 0.3620 0.010 -2.202 -0.413
H 2.8262 -1.4558 -0.3841 0.368 -0.230 0.274
H 2.6224 -1.6142 1.1137 -0.270 -0.611 -0.599
O 0.7965 -2.4850 0.2051 -0.123 -0.609 0.387
H 0.8662 -1.5431 0.0130 -0.274 -0.472 -0.263
H 0.2638 -2.8332 -0.5187 0.466 0.475 0.663
O -2.7391 1.8659 4.1807 -0.008 0.140 0.148
H -2.9931 1.9010 5.1098 0.005 -0.052 -0.086
H -2.5271 2.7801 3.9609 0.003 -0.108 -0.058
O 4.0788 -0.2297 0.8739 1.087 2.930 1.023
H 3.9409 -0.7716 1.6590 0.594 0.201 -0.269
H 4.1117 0.6716 1.2139 0.305 0.334 0.172
O 3.6187 2.6680 -0.9408 0.018 -0.156 0.165
H 2.9583 1.9716 -0.8522 0.024 0.061 -0.074
H 4.4553 2.2213 -0.7690 -0.019 0.039 -0.105
O -1.3156 3.3577 -2.4689 0.018 0.061 0.217
H -0.9266 3.9967 -1.8612 -0.042 -0.016 -0.113
H -1.2472 2.5177 -2.0014 0.079 -0.123 -0.163
O -0.5171 0.0900 -2.1189 0.051 0.382 0.024
H -1.2277 -0.3463 -1.6354 0.086 -0.247 -0.056
H -0.4169 -0.4402 -2.9176 0.037 0.130 0.067
O -5.0701 -1.1766 -0.9944 0.259 -0.009 -0.038
H -4.4376 -0.6963 -0.4482 -0.139 0.048 0.021
H -4.7365 -1.0658 -1.8918 -0.098 -0.005 0.038

30
Properties=species:S:1:pos:R:3:forces:R:3 method="wB97M-V/def2-TZVPD" spin_multiplicity=1 lumo_ev=-0.20 homo_lumo_gap_ev=10.357 de_lowest_kj_mol=477.1 e_tot_ev=-20797.668 smiles=O.O.O.O.O.O.O.O.O.O
O 0.0329 0.6199 0.3267 -2.055 1.135 2.078
H 0.5608 -0.1234 0.5958 0.569 -0.713 -0.156
H -0.5911 0.7019 1.1211 1.281 0.053 -1.665
O -0.0024 -1.8044 -0.6490 0.376 -0.563 0.598
H 0.0347 -1.4700 -1.5100 0.316 0.896 -2.301
H -0.8036 -1.3947 -0.3410 -0.505 0.109 0.545
O 0.0032 -3.6619 0.7754 -2.136 -1.221 2.703
H 0.8233 -3.6469 1.3004 -0.680 -0.069 -0.010
H -0.7899 -3.8047 1.4385 2.739 0.310 -1.770
O 0.5636 3.2220 -1.7208 2.346 0.095 -0.696
H 1.5429 3.2965 -2.0205 -2.689 -0.027 0.758
H 0.1169 4.0187 -2.0314 0.266 -0.038 -0.052
O -3.1636 -0.8383 1.6856 0.781 2.675 -3.424
H -3.4298 0.0918 1.3606 0.795 -2.094 0.435
H -3.6121 -0.8405 2.4788 -1.501 -0.492 3.020
O 1.8555 3.1056 2.3028 0.634 -0.611 0.712
H 1.1105 3.5469 1.9183 -0.680 0.200 -0.329
H 1.5058 2.4441 2.9220 0.093 0.412 -0.423
O 4.4518 -0.4022 0.7518 1.933 -1.418 0.736
H 5.0902 -0.8470 0.1533 -0.540 0.411 0.688
H 3.9085 0.0333 0.1400 -1.375 1.065 -1.290
O -2.9174 2.8134 -0.6981 -1.869 -0.855 -1.471
H -3.6440 2.5430 -1.3676 1.973 0.650 1.647
H -2.2197 2.1504 -0.7913 0.042 0.139 -0.195
O 3.7420 -1.5876 -1.8638 1.760 -2.806 1.603
H 4.0242 -2.4327 -1.3195 -0.604 2.530 -1.702
H 2.8084 -1.6403 -1.7302 -1.241 0.208 0.024
O -4.3670 -1.4733 -1.0582 1.191 -0.937 1.923
H -3.9477 -1.9994 -0.2888 -1.048 1.226 -1.798
H -4.0763 -0.5734 -0.8479 -0.169 -0.273 -0.188

30
Properties=species:S:1:pos:R:3:forces:R:3 method="wB97M-V/def2-TZVPD" spin_multiplicity=1 lumo_ev=-0.61 homo_lumo_gap_ev=10.306 de_lowest_kj_mol=516.7 e_tot_ev=-20797.258 smiles=O.O.O.O.O.O.O.O.O.O
O -0.5435 -1.8465 -0.3613 0.157 2.872 0.911
H -1.1482 -1.5355 0.3363 0.064 -0.885 0.104
H -0.1330 -0.9553 -0.6062 -0.510 -2.209 0.084
O 0.7635 0.3693 2.4141 0.036 -0.559 -0.180
H 1.0826 -0.5479 2.3663 -0.614 0.660 0.394
H -0.0047 0.3755 1.8369 -0.151 0.309 -0.152
O 1.3461 1.8712 -2.0681 1.065 -0.258 -0.928
H 2.2020 2.0599 -2.5256 -1.129 -0.170 0.649
H 1.3786 2.3361 -1.2355 -0.039 0.631 0.466
O -0.0414 3.7729 -0.0713 1.094 -2.216 2.786
H -0.5640 4.2307 -0.6497 -1.800 2.158 -2.637
H -0.7238 3.3049 0.4602 0.936 0.201 -0.196
O 1.1989 -1.1317 -1.9140 2.883 0.731 -1.131
H 1.4719 -0.4692 -1.2654 -0.371 0.243 0.263
H 2.0843 -1.0656 -2.3911 -1.731 -0.741 0.225
O 3.7101 -1.9552 -0.0508 0.289 -4.568 -2.392
H 3.0542 -2.5319 0.3768 0.467 0.357 -0.437
H 3.5845 -1.1358 0.2889 -0.303 3.509 1.872
O -4.7256 -0.7654 1.6255 -2.698 -2.660 0.263
H -4.0832 -0.1243 1.5075 1.319 2.071 -0.938
H -5.4035 -0.8437 0.9129 1.341 0.636 0.716
O -2.7580 -1.9939 -1.7041 -0.019 1.048 0.397
H -2.2023 -1.2712 -1.2724 -1.469 -1.571 -1.231
H -3.6728 -1.7200 -1.9150 0.956 0.268 0.338
O -1.3000 1.3975 0.2991 -1.405 -2.236 -0.083
H -1.2070 1.3444 -0.6661 0.317 0.364 0.071
H -1.9104 0.6127 0.4583 0.914 1.603 -0.041
O 3.2340 -0.6685 2.0871 0.078 3.211 -0.642
H 2.7978 0.1485 1.6675 1.026 -1.321 1.313
H 2.5127 -1.2620 2.0593 -0.703 -1.477 0.136

30
Properties=species:S:1:pos:R:3:forces:R:3 method="wB97M-V/def2-TZVPD" spin_multiplicity=1 lumo_ev=-0.36 homo_lumo_gap_ev=7.166 de_lowest_kj_mol=999.7 e_tot_ev=-20792.252
H 0.4306 -1.0732 0.5158 0.682 -0.391 -0.677
H 1.6148 -0.7713 -0.3253 2.199 0.193 0.172
H -3.6393 -3.0692 -2.0664 -0.241 -0.341 1.742
H -3.2992 -2.4304 -0.7575 1.732 2.713 1.444
H -0.2672 0.5163 2.6769 2.016 -0.495 -0.384
H -1.2363 -0.5902 3.2644 0.594 0.191 -0.319
H -2.3056 -0.0808 1.7052 0.337 -3.002 -0.245
H -2.4419 -1.1650 0.6206 0.452 -0.798 0.990
H 5.2185 -2.3798 -0.4052 0.352 -0.314 0.254
H 6.2058 -1.4792 0.4745 -1.293 -0.238 -1.337
H -0.7156 -0.6522 -2.1530 2.585 1.049 0.094
H 0.3894 0.4426 -1.6500 -0.881 -0.234 -0.648
H -1.4281 2.7540 -1.3458 -0.080 0.372 -1.251
H -2.4191 2.5256 -2.4788 0.269 0.244 -0.112
H 4.4436 0.8272 -0.0580 0.525 -0.398 0.294
H 5.8709 1.4156 -0.0376 -1.448 -1.955 1.285
H -0.6650 2.0052 1.6143 -1.339 -0.906 1.975
H 0.0753 2.8780 0.8125 -0.731 -1.016 -1.170
H -2.2030 0.6882 -0.2357 2.606 0.591 -1.192
H -3.4124 -0.0052 0.0288 -0.219 2.251 0.895
O 0.7184 -0.9948 -0.4671 0.767 -4.400 13.649
O -3.7299 -3.1611 -1.0724 -1.516 -2.503 -3.247
O -1.1194 0.3271 2.9866 -1.614 1.202 1.975
O -2.2187 -1.1138 1.5666 -0.829 1.168 -0.875
O 5.5909 -1.4995 -0.3111 0.867 -0.863 0.567
O 0.2776 -0.4634 -1.9709 -5.441 3.760 -12.592
O -1.5504 2.9265 -2.3189 -0.211 -0.626 1.530
O 5.2951 0.6754 0.3936 0.982 3.784 -1.071
O -0.5389 2.0947 0.6975 2.080 2.224 -1.049
O -2.9413 0.8526 0.2964 -3.204 -1.263 -0.697